# 1
{
  "formula": "C35H39CrN7OP",
  "method": "the ωB97M-V functional and the def2-TZVPD basis",
  "multiplicity": 4,
  "total_charge": 2,
  "lumo_ev": [-5.23, -5.43],
  "orbital_gap_ev": [8.634, 8.228],
  "e_above_lowest_kcal_mol": 0.0,
  "e_homo_ev": [-13.865, -13.656],
  "s2": 3.879,
  "total_energy_ev": -87105.7514,
  "species": ["Cr", "N", "C", "C", "N", "C", "C", "N", "C", "C", "N", "H", "H", "H", "H", "H", "H", "H", "H", "H", "H", "H", "H", "H", "H", "H", "H", "H", "H", "O", "C", "C", "C", "C", "C", "C", "C", "P", "C", "C", "C", "C", "C", "C", "C", "C", "C", "C", "C", "C", "H", "H", "H", "H", "H", "H", "H", "H", "H", "H", "H", "H", "H", "H", "N", "C", "C", "C", "C", "C", "C", "C", "N", "C", "C", "N", "C", "H", "H", "H", "H", "H", "H", "H"],
  "xyz": [[0.88359, -1.18682, 0.11414], [2.43786, -1.68770, 1.55474], [2.04261, -2.00752, 2.93866], [1.12260, -3.20999, 2.90089], [0.01065, -2.94654, 1.98063], [-1.10745, -2.33258, 2.68692], [-2.14248, -1.75221, 1.72892], [-1.49319, -1.13903, 0.54387], [-0.34672, -4.11417, 1.17743], [0.67816, -4.32842, 0.07870], [0.76130, -3.13312, -0.79944], [3.00451, -2.43255, 1.15150], [3.06595, -0.88865, 1.56201], [1.52518, -1.13721, 3.34716], [2.90907, -2.20457, 3.57151], [0.76869, -3.45786, 3.90680], [1.68527, -4.07674, 2.55211], [-0.69279, -1.53258, 3.30544], [-1.60286, -3.03207, 3.37305], [-2.73607, -1.00680, 2.25833], [-2.84530, -2.52154, 1.41067], [-1.86308, -0.20858, 0.37013], [-1.76761, -1.66914, -0.27693], [-1.32676, -3.95037, 0.72267], [-0.43406, -5.02686, 1.77995], [0.42382, -5.21542, -0.50292], [1.66818, -4.49822, 0.50026], [-0.02795, -3.13964, -1.44581], [1.58168, -3.22439, -1.39574], [3.51223, -1.68830, -0.96311], [2.59559, -0.90955, -1.11854], [2.66194, 0.17489, -2.14724], [3.87475, 0.63810, -2.64872], [3.87070, 1.64539, -3.60146], [2.66563, 2.16801, -4.06864], [1.45417, 1.68779, -3.59032], [1.45830, 0.69411, -2.61927], [-0.01373, -0.10745, -1.95506], [-1.31484, 1.15829, -1.94727], [-2.45976, 1.09088, -2.73723], [-3.40205, 2.11092, -2.68604], [-3.20525, 3.20432, -1.85800], [-2.05272, 3.29141, -1.08530], [-1.11334, 2.27461, -1.12629], [-0.49523, -1.38201, -3.15405], [0.38721, -1.79061, -4.15106], [0.07407, -2.87852, -4.95831], [-1.11564, -3.56594, -4.77617], [-2.00551, -3.16297, -3.78668], [-1.69609, -2.08082, -2.97667], [4.80047, 0.20931, -2.28645], [4.80689, 2.02528, -3.98816], [2.67304, 2.94894, -4.81747], [0.51969, 2.08472, -3.96810], [-2.61604, 0.26000, -3.41155], [-4.28536, 2.05329, -3.30781], [-3.93819, 3.99957, -1.82887], [-1.87960, 4.16413, -0.46799], [-0.19366, 2.37274, -0.56306], [1.31789, -1.25981, -4.30849], [0.76201, -3.18210, -5.73616], [-1.35812, -4.40784, -5.41050], [-2.94552, -3.68292, -3.65647], [-2.42070, -1.75911, -2.23528], [-2.96483, 6.52308, 6.37694], [-2.37303, 5.83892, 5.67041], [-1.63375, 4.97776, 4.78605], [-0.25753, 4.83457, 4.94347], [0.44956, 3.99953, 4.09561], [-0.23020, 3.32759, 3.09276], [-1.59807, 3.47078, 2.91592], [-2.30473, 4.29469, 3.77411], [0.49820, 2.46448, 2.20862], [1.66871, 2.75951, 1.55001], [1.97505, 1.66205, 0.80924], [1.00493, 0.69810, 1.00377], [0.13915, 1.21974, 1.85788], [0.25120, 5.36807, 5.73411], [1.51517, 3.86258, 4.22530], [-2.10028, 2.96706, 2.09861], [-3.37153, 4.42485, 3.65666], [2.15388, 3.71495, 1.64828], [2.80552, 1.52142, 0.13918], [-0.73347, 0.73281, 2.25915]],
  "forces_ev_per_a": [[0.1, 0.0, 0.0], [0.1, 0.0, 0.0], [0.0, 0.0, 0.0], [0.0, 0.0, 0.0], [0.0, 0.0, 0.0], [0.0, 0.0, 0.0], [0.0, 0.0, 0.0], [0.0, -0.1, 0.0], [0.0, 0.0, 0.0], [0.0, 0.0, 0.0], [0.0, 0.0, 0.0], [0.0, 0.0, 0.0], [0.0, 0.0, 0.0], [0.0, 0.0, 0.0], [0.0, 0.0, 0.0], [0.0, 0.0, 0.0], [0.0, 0.0, 0.0], [0.0, 0.0, 0.0], [0.0, 0.0, 0.0], [0.0, 0.0, 0.0], [0.0, 0.0, 0.0], [0.0, 0.0, 0.0], [0.0, 0.0, 0.0], [0.0, 0.0, 0.0], [0.0, 0.0, 0.0], [0.0, 0.0, 0.0], [0.0, 0.0, 0.0], [0.0, 0.0, 0.0], [0.0, 0.0, 0.0], [0.0, 0.0, -0.1], [-0.2, 0.0, 0.1], [0.1, -0.1, 0.0], [0.0, 0.0, 0.0], [0.0, 0.0, 0.0], [0.0, 0.0, 0.0], [0.0, 0.0, 0.0], [0.0, 0.0, 0.0], [0.0, 0.0, -0.1], [0.0, 0.0, 0.0], [0.0, 0.0, 0.0], [0.0, 0.0, 0.0], [0.0, 0.0, 0.0], [0.0, 0.0, 0.0], [0.0, 0.0, 0.0], [0.0, 0.0, 0.0], [0.0, 0.0, 0.0], [0.0, 0.0, 0.0], [0.0, 0.0, 0.0], [0.0, 0.0, 0.0], [0.0, 0.0, 0.0], [0.0, 0.0, 0.0], [0.0, 0.0, 0.0], [0.0, 0.0, 0.0], [0.0, 0.0, 0.0], [0.0, 0.0, 0.0], [0.0, 0.0, 0.0], [0.0, 0.0, 0.0], [0.0, 0.0, 0.0], [0.0, 0.0, 0.0], [0.0, 0.0, 0.0], [0.0, 0.0, 0.0], [0.0, 0.0, 0.0], [0.0, 0.0, 0.0], [0.0, 0.0, 0.0], [0.0, 0.0, 0.0], [0.0, 0.0, 0.0], [0.0, 0.0, 0.0], [0.0, 0.0, 0.0], [0.0, 0.0, 0.0], [0.0, 0.0, 0.0], [0.0, 0.0, 0.0], [0.0, 0.0, 0.0], [0.0, 0.0, 0.0], [0.0, 0.0, 0.0], [0.0, 0.0, 0.0], [0.0, 0.0, 0.0], [0.0, 0.0, 0.0], [0.0, 0.0, 0.0], [0.0, 0.0, 0.0], [0.0, 0.0, 0.0], [0.0, 0.0, 0.0], [0.0, 0.0, 0.0], [0.0, 0.0, 0.0], [0.0, 0.0, 0.0]]
}

# 2
{
  "formula": "C2H9N3",
  "method": "the ωB97M-V functional and the def2-TZVPD basis",
  "multiplicity": 2,
  "total_charge": 1,
  "lumo_ev": [-4.41, -9.23],
  "orbital_gap_ev": [9.763, 3.680],
  "e_above_lowest_kcal_mol": 42.4,
  "e_homo_ev": [-14.173, -12.908],
  "s2": 0.770,
  "total_energy_ev": -6679.2991,
  "species": ["C", "N", "H", "H", "H", "H", "H", "N", "C", "N", "H", "H", "H", "H"],
  "xyz": [[-1.59647, 0.84524, 1.04116], [-1.75968, 0.50590, -0.32358], [-2.52023, 0.36174, 1.80243], [-1.67774, 1.93330, 1.00364], [-0.60673, 0.58894, 1.53948], [-2.67810, 0.73267, -0.70591], [-1.54886, -0.45367, -0.47629], [1.75647, -0.79967, 0.60166], [1.42052, -0.59900, -0.77022], [2.25152, -0.97919, -1.70679], [1.74556, -0.09909, 1.29009], [2.66571, -1.12332, 0.52447], [0.47035, -0.30436, -1.16436], [2.07766, -0.60949, -2.65577]],
  "forces_ev_per_a": [[-1.7, 0.1, 2.9], [0.4, -0.9, -0.5], [2.6, 1.4, -2.0], [-0.1, 0.0, 1.0], [-1.3, 0.0, -1.0], [0.4, 0.1, 0.1], [-0.3, -0.9, -0.4], [-1.4, -0.1, -4.4], [1.9, -0.8, 0.6], [-1.1, 0.3, 1.3], [-1.0, 1.3, 0.9], [2.5, -1.2, 0.5], [-1.2, 0.7, 0.6], [0.3, -0.1, 0.4]]
}

# 3
{
  "formula": "C3H4N2O",
  "method": "the ωB97M-V functional and the def2-TZVPD basis",
  "lumo_ev": 0.68,
  "orbital_gap_ev": 10.329,
  "e_above_lowest_kcal_mol": 62.9,
  "e_homo_ev": -9.645,
  "total_energy_ev": -8201.1578,
  "species": ["C", "C", "N", "O", "C", "N", "H", "H", "H", "H"],
  "xyz": [[-1.43233, 0.11566, 0.09515], [0.02764, -0.09156, -0.18283], [0.43437, -0.66327, -1.25852], [1.84036, -0.73352, -1.11599], [2.27942, -0.20852, 0.02030], [1.12399, 0.19412, 0.62472], [-2.02282, -0.21788, -0.76622], [-1.76425, -0.46253, 0.96407], [-1.66514, 1.16795, 0.27420], [1.17876, 0.89954, 1.34513]],
  "forces_ev_per_a": [[0.0, 0.1, 0.0], [-0.1, -0.1, -0.4], [-0.2, -0.1, 0.3], [0.3, -0.1, 0.1], [-0.5, 0.2, -0.2], [0.2, 0.4, -0.2], [0.3, 0.1, 0.2], [0.2, 0.1, -0.1], [0.1, -0.1, 0.0], [-0.3, -0.4, 0.2]]
}

# 4
{
  "formula": "C3H11NO2S",
  "method": "the ωB97M-V functional and the def2-TZVPD basis",
  "multiplicity": 2,
  "total_charge": 1,
  "lumo_ev": [-3.14, -8.94],
  "orbital_gap_ev": [11.340, 4.543],
  "e_above_lowest_kcal_mol": 21.2,
  "e_homo_ev": [-14.480, -13.483],
  "s2": 0.757,
  "total_energy_ev": -19699.8779,
  "species": ["C", "C", "S", "N", "C", "O", "H", "H", "H", "H", "H", "H", "H", "H", "H", "H", "H", "O"],
  "xyz": [[0.90104, 0.86845, -1.22384], [0.51390, 2.32513, -1.11664], [-1.00014, 2.68396, -2.04586], [0.55511, 0.13302, -0.04519], [0.55575, -1.33089, -0.15644], [0.85230, -1.94551, 1.02840], [0.48845, 0.45666, -2.15986], [1.99312, 0.78330, -1.32850], [1.31240, 2.91929, -1.56257], [0.28795, 2.71355, -0.12798], [-1.25291, 1.46210, -2.54166], [-0.39827, 0.43813, 0.19487], [-0.43503, -1.63114, -0.51802], [1.27484, -1.62468, -0.90313], [0.37413, -1.43646, 1.70205], [-1.90933, -2.03388, 4.35662], [-2.44843, -2.55906, 3.00136], [-1.66488, -2.22198, 3.44639]],
  "forces_ev_per_a": [[1.4, 0.3, 0.7], [-0.6, 0.2, -0.7], [-0.1, 0.1, 0.0], [-2.5, 0.1, -2.0], [0.8, -0.3, 0.1], [-0.1, 0.5, 0.4], [0.0, -0.3, 0.1], [0.0, 0.0, -0.2], [0.0, 0.1, 0.1], [0.5, -0.2, 0.4], [0.0, 0.0, 0.1], [0.5, 0.2, 1.0], [-0.4, 0.3, -0.1], [0.4, -0.2, -0.2], [0.0, -0.7, 0.5], [-0.1, -0.1, 0.0], [-0.1, 0.0, 0.3], [0.3, 0.2, -0.4]]
}